8
Properties=species:S:1:pos:R:3:forces:R:3:mulliken_charge:R:1 method="wB97M-V/def2-TZVPD" homo_energy_ev="-9.6 / -9.6" e_tot_ha=-2169.4846 orbital_gap_ev="7.45 / 7.45" multiplicity=1 max_force_ev_per_a=3.06
C 1.40200 0.91081 -1.46896 0.2 0.1 0.1 0.225
Si 0.38585 0.37421 0.07974 1.7 2.6 0.4 0.557
Cl 3.11301 0.44575 -1.28683 -0.3 0.0 0.1 -0.102
Cl 1.28007 2.64211 -1.77770 -0.1 -0.2 0.1 -0.057
Cl 0.71974 0.01510 -2.86829 -0.2 -0.1 0.4 -0.125
Cl 1.45170 2.73246 1.91607 -0.9 -2.0 -1.4 -0.510
H -0.98446 0.84264 0.01893 -0.3 -0.2 0.1 0.011
H 0.85908 -0.88552 0.62313 -0.1 -0.2 0.2 0.001